ORCA calculation (ωB97M-V/def2-TZVPD) on an isolated ion of composition C4H10NO and charge -2.

Orbital gap (alpha / beta) ... 2.92 / 6.73 eV
Strongest force on any atom ... 0.09293 Eh/bohr
Total charge ... -2
Molecular weight ... 88.130 g/mol
LUMO energy (alpha / beta) ... 7.0 / 7.0 eV
⟨S²⟩ ... 0.751
Multiplicity ... 2
Relative energy (zero: lowest compared OMol25 entry of this formula, charge and spin) ... 163.2 kJ/mol

Cartesian coordinates (Å):
C (-0.0211, 0.6622, -0.0842)
N (-1.3529, 0.8387, 0.5140)
C (-2.3496, -0.2934, -0.0665)
O (-3.6104, -0.3325, 0.1109)
C (0.9985, -0.5501, 0.3720)
C (2.2541, -0.0639, -0.2891)
H (-0.1007, 0.3106, -1.1639)
H (0.5331, 1.5751, 0.1131)
H (-1.3013, 0.7278, 1.5104)
H (-2.1821, 0.1169, -1.1468)
H (-1.7376, -1.1999, -0.0136)
H (0.3170, -1.4832, 0.2094)
H (1.0377, -0.4809, 1.4382)
H (1.8240, 0.2684, -1.3734)
H (2.7583, 0.7970, 0.2145)
H (2.9332, -0.8927, -0.3449)

Atoms 1-2, force components in eV/Å:
-0.34 -2.08 0.48
-0.65 -0.87 -0.53

***

ORCA calculation (ωB97M-V/def2-TZVPD) on one molecule with the formula C4H10NO.

Orbital gap (alpha / beta) ... 9.49 / 6.83 eV
Strongest force on any atom ... 0.02389 Eh/bohr
Total charge ... 0
Molecular weight ... 88.130 g/mol
LUMO energy (alpha / beta) ... 1.1 / -1.5 eV
⟨S²⟩ ... 0.754
Multiplicity ... 2
Relative energy (zero: lowest compared OMol25 entry of this formula, charge and spin) ... 85.2 kJ/mol

Cartesian coordinates (Å):
C (-0.1797, 2.1224, -0.5817)
C (0.2674, 0.7734, -1.2231)
N (0.6289, -0.2081, -0.2506)
C (-0.3726, -0.6537, 0.6783)
C (-0.0502, -2.0709, 1.1900)
O (1.2886, -2.1913, 1.3875)
H (0.6811, 2.7893, -0.5970)
H (-0.5205, 2.0379, 0.4423)
H (-0.9171, 2.6143, -1.2279)
H (-0.5285, 0.3867, -1.8701)
H (1.1136, 1.0406, -1.8468)
H (1.3864, -0.8567, -0.3650)
H (-1.3407, -0.7416, 0.1606)
H (-0.4944, 0.0291, 1.5153)
H (-0.5917, -2.2407, 2.1271)
H (-0.3706, -2.8308, 0.4611)

Atoms 1-2, force components in eV/Å:
0.47 -0.07 -0.97
-0.45 0.54 0.28

***

ORCA calculation (ωB97M-V/def2-TZVPD) on a 2-piece molecular cluster, C4H10NO overall.

Orbital gap (alpha / beta) ... 7.94 / 7.94 eV
Strongest force on any atom ... 0.08436 Eh/bohr
Total charge ... +1
Molecular weight ... 88.130 g/mol
LUMO energy (alpha / beta) ... -4.4 / -4.4 eV
Multiplicity ... 1
Relative energy (zero: lowest compared OMol25 entry of this formula, charge and spin) ... 477.5 kJ/mol

Cartesian coordinates (Å):
C (1.0788, 0.0080, -0.7216)
C (-1.1221, 0.6862, 0.6410)
C (2.0287, -0.2804, 0.3166)
C (-2.1321, -0.1485, -0.0838)
N (0.4913, 1.1545, -0.7615)
O (-0.7220, 0.2447, 1.7541)
H (0.7862, -0.8548, -1.4657)
H (1.8712, 0.5624, 1.1232)
H (3.0296, -0.3144, -0.1067)
H (1.7603, -1.0796, 1.0163)
H (-2.6630, -0.9994, 0.5426)
H (-1.9187, -0.2490, -1.1228)
H (-3.0946, 0.5309, -0.2069)
H (0.7998, 1.9984, -0.1962)
H (0.0087, 1.2979, -1.6770)
H (-0.9779, -0.5686, 2.2016)

Atoms 1-2, force components in eV/Å:
-0.45 -1.97 -1.57
-2.47 0.15 -0.87

***

ORCA calculation (ωB97M-V/def2-TZVPD) on a 2-piece molecular cluster, C4H10NO overall.

Orbital gap ... 4.01 eV
Strongest force on any atom ... 0.04113 Eh/bohr
Total charge ... +1
Molecular weight ... 88.130 g/mol
LUMO energy ... -8.8 eV
Multiplicity ... 1
Relative energy (zero: lowest compared OMol25 entry of this formula, charge and spin) ... 407.9 kJ/mol

Cartesian coordinates (Å):
O (1.0879, -0.5610, 1.6557)
C (0.7233, 0.3884, 1.0122)
C (-0.1334, 0.2882, -0.1629)
C (-0.5355, 1.4564, -0.9127)
C (0.3326, 1.6456, -2.1836)
N (-0.5709, -3.1634, 1.9877)
H (0.9950, 1.4084, 1.3252)
H (-0.4997, -0.7184, -0.3847)
H (-0.4295, 2.3261, -0.2549)
H (-1.5984, 1.3907, -1.1721)
H (1.3842, 1.7145, -1.9016)
H (0.2622, 0.7845, -2.8477)
H (0.0775, 2.5459, -2.7303)
H (-1.0326, -3.1315, 2.8863)
H (-0.0596, -4.0241, 1.8481)
H (-0.0031, -2.3502, 1.8351)

Atoms 1-2, force components in eV/Å:
-0.24 -0.27 -0.57
1.08 1.03 1.49

***

ORCA calculation (ωB97M-V/def2-TZVPD) on an isolated ion of composition C4H10NO and charge +1.

Orbital gap ... 9.28 eV
Strongest force on any atom ... 0.08306 Eh/bohr
Total charge ... +1
Molecular weight ... 88.130 g/mol
LUMO energy ... -6.0 eV
Multiplicity ... 1
Relative energy (zero: lowest compared OMol25 entry of this formula, charge and spin) ... 285.3 kJ/mol

Cartesian coordinates (Å):
C (1.0479, 0.0987, -0.4833)
C (-0.3939, 0.2849, 0.0157)
C (-0.6123, 1.2702, 1.0193)
C (-1.3580, -0.6322, -0.4278)
N (1.5490, -1.2750, -0.4512)
O (1.8513, 1.1141, 0.1170)
H (0.7897, 0.3077, -1.5078)
H (0.1210, 1.2904, 1.7793)
H (-1.6227, 1.1738, 1.2941)
H (-0.7080, 2.3128, 0.5333)
H (-2.3909, -0.2991, -0.4233)
H (-1.2730, -1.3228, 0.4982)
H (-0.9785, -1.3409, -1.3051)
H (2.3560, -1.2795, -1.1670)
H (2.0999, -1.1786, 0.4595)
H (2.6720, 0.8924, -0.1811)

Atoms 1-2, force components in eV/Å:
-1.69 0.58 0.52
3.06 -0.64 0.38

***

ORCA calculation (ωB97M-V/def2-TZVPD) on an isolated ion of composition C4H10NO and charge +1.

Orbital gap (alpha / beta) ... 4.71 / 6.69 eV
Strongest force on any atom ... 0.12809 Eh/bohr
Total charge ... +1
Molecular weight ... 88.130 g/mol
LUMO energy (alpha / beta) ... -3.2 / -9.5 eV
⟨S²⟩ ... 2.005
Multiplicity ... 3
Relative energy (zero: lowest compared OMol25 entry of this formula, charge and spin) ... 443.3 kJ/mol

Cartesian coordinates (Å):
C (0.8035, -0.5533, 1.2535)
C (0.5806, 0.3447, -0.0112)
C (-0.9347, -0.3008, 0.1114)
C (0.7053, 1.8412, 0.0890)
N (-1.0614, -1.3158, -1.0865)
O (-0.5503, -1.0664, 1.1515)
H (1.3782, -1.3905, 1.0835)
H (1.0211, 0.0437, 2.2298)
H (1.0345, 0.0542, -1.0136)
H (-1.7720, 0.2957, 0.1571)
H (0.0663, 2.3412, 0.6891)
H (0.5436, 2.1381, -0.9601)
H (1.7463, 2.1121, 0.4155)
H (-1.7677, -0.9340, -1.7468)
H (-1.5842, -2.1174, -0.7580)
H (-0.2091, -1.4929, -1.6043)

Atoms 1-2, force components in eV/Å:
2.11 6.24 0.09
1.65 -0.49 1.65

***

ORCA calculation (ωB97M-V/def2-TZVPD) on a 2-piece molecular cluster, C4H10NO2 overall.

Orbital gap ... 8.45 eV
Strongest force on any atom ... 0.01004 Eh/bohr
Total charge ... -1
Molecular weight ... 104.129 g/mol
LUMO energy ... 4.3 eV
Multiplicity ... 1
Relative energy (zero: lowest compared OMol25 entry of this formula, charge and spin) ... 0.6 kJ/mol

Cartesian coordinates (Å):
C (-1.4219, 0.5362, 1.2377)
C (-0.8107, 1.3373, 0.1017)
C (0.5703, 1.9004, 0.4220)
H (-0.7262, -0.2647, 1.4910)
H (-2.3243, 0.0322, 0.8853)
H (-1.6658, 1.1144, 2.1350)
H (-1.4835, 2.1312, -0.2454)
H (-0.6741, 0.6461, -0.7298)
H (1.0033, 2.3563, -0.4730)
H (0.5291, 2.6936, 1.1809)
H (1.2291, 1.1051, 0.7632)
N (1.3245, -2.5344, -1.7869)
C (0.6809, -1.8020, -0.7133)
O (1.4503, -1.2717, 0.1145)
O (-0.5698, -1.8013, -0.7567)
H (2.1936, -2.9439, -1.4713)
H (0.6951, -3.2350, -2.1551)

Atoms 1-2, force components in eV/Å:
-0.04 -0.32 -0.11
0.25 0.01 -0.13

***

The lowest strongest force on any atom belongs to which entry? C4H10NO2

***

Among the records above, which one has the highest strongest force on any atom? number 6